1.
The following is a quantum chemistry calculation of C27H24Cl2N3O2STc as an isolated structure, from OMol25.

Last column: Löwdin spin population.
Atoms and positions in Å:
1 Tc 1.258 0.080 -0.725  0.214
2 Cl -1.945 -1.682 -4.113  0.116
3 C -2.047 -0.208 -3.307  0.109
4 C -3.116 0.654 -3.512  0.298
5 C -3.189 1.878 -2.852  0.039
6 Cl -4.495 2.885 -3.146  0.060
7 C -2.157 2.301 -1.922  0.026
8 C -2.117 3.520 -1.241  -0.020
9 C -1.046 3.783 -0.406  0.015
10 C -0.038 2.837 -0.251  0.023
11 N -0.066 1.664 -0.893  0.010
12 C -1.111 1.412 -1.713  0.079
13 C -1.018 0.158 -2.397  -0.002
14 O 0.026 -0.550 -2.167  -0.014
15 H -3.899 0.368 -4.203  0.008
16 H -2.906 4.250 -1.371  -0.001
17 H -0.979 4.719 0.131  0.001
18 H 0.801 3.021 0.404  0.000
19 C 0.121 -3.285 -0.284  0.000
20 C -0.282 -2.208 0.656  -0.004
21 N 0.016 -0.906 0.610  0.002
22 C -0.608 -0.297 1.698  0.001
23 C -1.290 -1.237 2.386  0.002
24 N -1.067 -2.422 1.717  -0.004
25 H 0.616 -2.873 -1.158  0.000
26 H -0.756 -3.837 -0.623  0.000
27 H 0.792 -3.993 0.204  0.000
28 H -0.504 0.753 1.902  0.000
29 H -1.896 -1.171 3.273  0.000
30 H -1.452 -3.318 1.978  0.000
31 O 2.051 0.804 1.039  0.027
32 S 3.225 1.737 1.459  0.006
33 C 3.833 0.966 2.998  0.001
34 C 4.172 -0.483 2.828  0.000
35 C 5.499 -0.882 2.675  0.000
36 C 5.809 -2.222 2.474  0.000
37 C 4.795 -3.168 2.437  0.000
38 C 3.472 -2.779 2.619  0.000
39 C 3.160 -1.441 2.815  0.000
40 C 4.564 1.345 0.266  0.001
41 C 3.947 0.498 -0.800  0.004
42 C 3.259 1.097 -1.875  -0.008
43 C 2.645 0.290 -2.842  0.003
44 C 2.646 -1.103 -2.700  0.005
45 C 3.177 -1.674 -1.552  0.012
46 C 3.852 -0.876 -0.615  -0.011
47 H 3.012 1.141 3.695  0.000
48 H 4.680 1.589 3.296  0.000
49 H 6.297 -0.151 2.747  0.000
50 H 6.842 -2.529 2.374  0.000
51 H 5.039 -4.214 2.306  0.000
52 H 2.693 -3.531 2.648  0.000
53 H 2.134 -1.139 2.989  0.000
54 H 5.360 0.823 0.795  0.000
55 H 4.924 2.303 -0.106  0.000
56 H 3.294 2.171 -2.015  -0.001
57 H 2.178 0.754 -3.702  0.001
58 H 2.164 -1.720 -3.447  0.001
59 H 3.137 -2.747 -1.410  0.001
60 H 4.302 -1.334 0.258  -0.001

Cartesian forces, eV/Å:
Tc 1.47 -0.09 -0.92
Cl -0.15 -0.02 -0.11
C 3.28 -0.83 1.81
C -1.35 1.12 -0.24
C 1.03 0.96 1.29
Cl -0.56 0.32 -0.18
C -1.93 -0.46 -1.58
C 0.42 0.83 0.69
C -0.93 0.33 -0.50
C 0.33 -0.91 -0.21
N 0.41 0.68 0.92
C 0.39 -1.58 -0.85
C -2.16 0.81 -1.30
O 0.89 -1.44 0.84
H -0.08 0.06 -0.06
H 0.01 -0.02 0.02
H -0.01 0.00 -0.01
H 0.02 -0.03 0.00
C 0.04 0.01 -0.03
C -0.09 0.04 -0.02
N 0.12 -0.02 -0.04
C 0.07 0.03 -0.19
C 0.09 -0.02 -0.03
N -0.10 -0.01 0.11
H -0.04 0.05 -0.02
H 0.01 -0.01 0.00
H 0.01 0.00 0.02
H -0.02 -0.01 0.00
H 0.00 -0.03 -0.01
H 0.00 -0.02 -0.01
O 0.19 0.15 0.43
S -0.43 0.04 0.07
C -0.10 -0.20 -0.10
C 0.00 0.08 0.02
C 0.04 0.01 -0.04
C 0.03 0.05 0.00
C -0.01 -0.04 -0.01
C 0.01 0.04 0.01
C -0.09 -0.04 -0.02
C -0.10 -0.08 -0.16
C -0.42 0.51 0.09
C 0.17 -0.03 -0.19
C -0.06 0.38 0.11
C -0.40 0.19 0.02
C 0.30 -0.16 0.31
C -0.32 -0.56 -0.03
H 0.02 0.03 0.03
H 0.01 0.03 -0.01
H 0.02 -0.02 0.00
H 0.00 0.01 0.00
H 0.00 0.00 0.00
H -0.02 0.02 0.00
H 0.00 -0.02 -0.01
H -0.02 -0.05 -0.01
H 0.00 0.00 -0.03
H 0.00 -0.02 0.02
H 0.03 -0.05 -0.01
H -0.02 0.01 0.02
H 0.02 0.01 0.02
H -0.02 -0.04 0.03

## Properties
Multiplicity: 2
Total charge: +3
Orbital gap (spin up / spin down) in eV: 5.864 / 2.354
HOMO energy (spin up / spin down) in eV: -16.5196 / -15.9735


2.
The following is a quantum chemistry calculation of C27H24Cl3N2O3Pt as an isolated structure, from OMol25.

Last column: Löwdin spin population.
Atoms and positions in Å:
1 Pt -0.645 1.163 -0.327  0.204
2 N -1.223 3.552 2.926  0.006
3 C -0.668 1.419 1.599  0.634
4 O -1.329 3.009 0.008  0.023
5 C -0.154 0.947 2.903  0.102
6 C 0.865 -0.179 2.757  0.007
7 H -2.423 4.078 1.243  0.002
8 H -1.594 4.502 2.981  0.000
9 H -0.981 0.563 3.519  0.028
10 H 0.262 1.792 3.454  0.018
11 H 0.332 -1.130 2.689  0.002
12 H 1.503 -0.229 3.642  0.001
13 Cl -0.567 1.243 -5.376  0.094
14 C -0.055 -0.012 -4.370  0.229
15 C 0.480 -1.180 -4.913  0.063
16 C 0.865 -2.195 -4.076  0.200
17 Cl 1.504 -3.624 -4.756  0.074
18 C 0.752 -2.098 -2.639  0.178
19 C 1.036 -3.182 -1.767  0.023
20 C 0.955 -2.969 -0.440  0.148
21 C 0.677 -1.644 0.148  0.062
22 N 0.142 -0.673 -0.769  0.314
23 C 0.266 -0.904 -2.083  0.035
24 C -0.180 0.165 -2.952  0.115
25 O -0.663 1.208 -2.452  0.239
26 H 0.576 -1.284 -5.984  0.000
27 H 1.299 -4.151 -2.165  -0.001
28 H 1.148 -3.779 0.250  0.006
29 H -0.038 -1.763 0.968  0.021
30 C 2.655 -2.151 1.735  0.007
31 C 2.031 -1.076 0.852  0.065
32 O 1.668 0.045 1.608  0.027
33 C 2.945 -0.595 -0.264  0.002
34 C 2.857 0.727 -0.700  0.003
35 C 3.617 1.170 -1.771  0.000
36 C 4.481 0.301 -2.423  0.001
37 C 4.587 -1.010 -1.988  0.000
38 C 3.824 -1.455 -0.915  0.005
39 H 1.936 -2.561 2.444  0.000
40 H 3.471 -1.694 2.294  0.001
41 H 3.064 -2.979 1.164  0.001
42 H 2.200 1.415 -0.185  0.002
43 H 3.540 2.202 -2.088  0.000
44 H 5.081 0.649 -3.254  0.000
45 H 5.271 -1.693 -2.475  0.000
46 H 3.931 -2.485 -0.604  0.002
47 Cl -1.728 2.960 1.585  0.037
48 C -3.298 1.997 1.768  0.117
49 C -3.586 1.825 3.093  0.009
50 C -4.646 0.992 3.454  0.144
51 C -5.359 0.336 2.459  0.001
52 C -5.070 0.553 1.129  0.126
53 C -4.051 1.444 0.698  0.057
54 C -3.956 1.761 -0.663  0.505
55 H -2.976 2.313 3.845  -0.002
56 H -4.895 0.856 4.497  0.008
57 H -6.160 -0.340 2.729  -0.003
58 H -5.660 0.066 0.362  0.004
59 H -3.303 2.524 -1.047  0.027
60 H -4.615 1.259 -1.357  0.027

Cartesian forces, eV/Å:
Pt 0.47 0.41 0.29
N 0.20 -0.02 -0.05
C -0.20 -0.20 -0.15
O -0.27 -0.51 -0.34
C 0.05 -0.02 -0.02
C -0.08 -0.02 -0.04
H 0.08 0.04 -0.04
H -0.11 -0.01 0.03
H 0.03 0.07 0.06
H 0.08 -0.01 -0.06
H 0.03 -0.01 -0.02
H -0.03 0.00 0.03
Cl 0.01 0.00 0.00
C 0.03 0.00 0.00
C -0.01 -0.03 0.04
C 0.01 0.05 -0.04
Cl 0.01 0.00 0.01
C -0.01 -0.06 0.00
C 0.01 0.05 0.05
C -0.02 -0.06 0.00
C -0.05 -0.13 0.02
N -0.13 0.08 -0.02
C 0.06 -0.01 -0.06
C -0.03 0.04 -0.01
O -0.02 0.00 -0.04
H 0.00 0.00 0.00
H -0.02 0.00 -0.01
H -0.04 -0.01 0.01
H 0.04 0.06 0.01
C 0.05 0.02 0.00
C 0.00 0.00 -0.07
O 0.04 0.01 0.07
C 0.03 0.07 0.04
C 0.07 0.04 0.05
C -0.01 -0.01 0.00
C -0.01 0.00 -0.01
C 0.00 -0.01 -0.01
C -0.05 -0.03 -0.05
H -0.01 0.00 0.00
H -0.01 0.01 0.01
H 0.01 0.00 -0.02
H 0.00 -0.01 0.00
H 0.00 0.00 0.00
H 0.00 0.00 0.00
H 0.00 0.00 0.00
H 0.00 0.01 0.02
Cl -0.20 0.18 0.12
C -0.01 0.10 0.07
C -0.10 -0.19 0.06
C 0.04 0.06 0.02
C -0.04 -0.07 -0.01
C -0.02 0.03 0.00
C -0.04 0.12 0.11
C 0.09 -0.06 -0.03
H -0.01 -0.01 -0.01
H 0.02 -0.01 0.00
H -0.01 0.01 -0.02
H -0.02 0.02 0.00
H 0.08 0.02 0.00
H -0.01 -0.01 0.02

## Properties
Multiplicity: 5
ΔE to the lowest compared entry with this formula, charge and spin in kcal/mol: 294.1
Total charge: +1
Orbital gap (spin up / spin down) in eV: 6.377 / 5.627
HOMO energy (spin up / spin down) in eV: -9.6868 / -11.7072


3.
The following is a quantum chemistry calculation of C27H24CrN7 as an isolated structure, from OMol25.

Last column: Löwdin spin population.
Atoms and positions in Å:
1 Cr -0.161 -0.306 0.009  1.014
2 C -0.248 0.422 -4.289  0.001
3 C -0.666 0.257 -2.973  0.002
4 N 0.227 0.080 -2.004  0.003
5 C 1.538 0.114 -2.325  -0.001
6 C 1.925 0.271 -3.642  0.000
7 N 1.035 0.416 -4.621  -0.001
8 C 2.458 0.056 -1.158  0.001
9 C 3.832 0.034 -1.195  0.000
10 C 4.564 0.027 0.003  0.000
11 C 3.834 0.049 1.201  0.000
12 C 2.460 0.073 1.166  0.001
13 N 1.793 0.076 0.004  -0.001
14 C 1.543 0.155 2.334  -0.001
15 C 1.932 0.341 3.646  0.000
16 N 1.045 0.505 4.625  -0.001
17 C -0.239 0.501 4.296  0.001
18 C -0.661 0.309 2.985  0.002
19 N 0.231 0.113 2.018  0.003
20 C 6.048 0.011 0.002  0.000
21 C 6.774 0.176 -1.174  0.000
22 C 8.159 0.157 -1.121  0.000
23 N 8.858 -0.015 0.001  0.000
24 C 8.157 -0.175 1.122  0.000
25 C 6.772 -0.167 1.177  0.000
26 H -0.973 0.569 -5.080  0.000
27 H -1.709 0.290 -2.688  0.000
28 H 2.971 0.298 -3.918  0.000
29 H 4.337 0.013 -2.148  0.000
30 H 4.341 0.061 2.154  0.000
31 H 2.980 0.378 3.919  0.000
32 H -0.962 0.665 5.085  0.000
33 H -1.704 0.337 2.700  0.000
34 H 6.303 0.335 -2.133  0.000
35 H 8.734 0.289 -2.029  0.000
36 H 8.730 -0.317 2.030  0.000
37 H 6.300 -0.315 2.137  0.000
38 C -1.733 -2.512 -1.172  0.000
39 N -1.864 -1.622 0.010  -0.010
40 C -1.745 -2.486 1.212  0.000
41 C -3.183 -0.910 -0.004  0.002
42 C -2.933 0.568 -0.007  0.015
43 C -3.979 1.490 -0.016  -0.006
44 C -3.698 2.847 -0.021  0.027
45 C -2.379 3.296 -0.016  -0.004
46 C -1.339 2.383 -0.007  0.010
47 C -1.607 1.011 -0.002  -0.059
48 H -2.475 -3.311 -1.121  0.000
49 H -0.740 -2.967 -1.187  0.000
50 H -1.887 -1.951 -2.089  0.000
51 H -2.487 -3.285 1.172  0.000
52 H -1.908 -1.904 2.115  0.000
53 H -0.752 -2.940 1.248  0.000
54 H -3.768 -1.219 0.864  0.001
55 H -3.753 -1.226 -0.880  0.001
56 H -5.010 1.153 -0.021  -0.001
57 H -4.508 3.563 -0.028  0.001
58 H -2.170 4.358 -0.019  -0.001
59 H -0.314 2.743 -0.004  0.000

Cartesian forces, eV/Å:
Cr -0.66 -0.48 0.02
C 0.00 0.02 -0.05
C 0.08 -0.01 -0.03
N 0.07 0.14 0.08
C 0.15 -0.02 0.29
C -0.04 0.05 -0.22
N 0.04 -0.03 0.13
C -0.22 0.03 -0.22
C 0.13 -0.04 -0.01
C 0.06 0.02 0.01
C 0.15 0.02 0.00
C -0.22 0.02 0.22
N 0.06 0.00 0.01
C 0.15 -0.03 -0.29
C -0.04 0.06 0.22
N 0.04 -0.03 -0.13
C 0.00 0.03 0.05
C 0.07 -0.01 0.04
N 0.08 0.14 -0.11
C -0.21 0.00 0.00
C 0.00 0.02 -0.02
C 0.23 0.00 0.03
N -0.42 -0.01 0.00
C 0.23 0.01 -0.03
C 0.00 -0.04 0.03
H 0.03 -0.01 -0.01
H 0.00 0.00 -0.02
H -0.03 -0.01 -0.04
H 0.01 -0.01 0.02
H 0.02 0.01 -0.02
H -0.03 -0.01 0.04
H 0.03 -0.01 0.01
H 0.00 0.00 0.02
H 0.01 0.01 0.00
H 0.01 0.00 0.01
H 0.01 0.00 -0.01
H 0.01 -0.02 0.00
C -0.01 0.09 0.08
N 0.13 0.04 -0.01
C -0.01 0.10 -0.08
C 0.14 -0.09 0.01
C -0.03 0.12 0.00
C 0.06 0.03 0.00
C 0.00 0.00 0.00
C -0.03 0.03 0.01
C 0.02 -0.12 -0.01
C -0.12 -0.02 0.00
H 0.01 -0.03 -0.03
H 0.01 -0.01 0.00
H -0.01 0.01 -0.02
H 0.01 -0.03 0.03
H -0.01 0.01 0.02
H 0.01 -0.01 0.00
H 0.00 0.02 0.02
H 0.00 0.02 -0.03
H 0.03 -0.01 0.00
H 0.00 -0.01 0.00
H -0.01 -0.01 0.00
H -0.01 -0.01 0.00

## Properties
Multiplicity: 2
ΔE to the lowest compared entry with this formula, charge and spin in kcal/mol: 0.0
Total charge: +2
Orbital gap (spin up / spin down) in eV: 7.040 / 7.077
HOMO energy (spin up / spin down) in eV: -14.5825 / -14.5826


Largest force on an atom in eV Å⁻¹, matching the order above: 3.84 0.69 0.81